The following is a quantum chemistry calculation of an isolated molecule of C4H4ClF at a distorted geometry, from the OMol25 dataset.

Geometry as XYZ:
```
10
Properties=species:S:1:pos:R:3:forces:R:3
C 1.768639 0.444485 -0.180105 -0.193 -3.239 0.736
C 0.666073 -0.262945 0.148422 0.616 0.929 0.519
C -0.630075 0.391718 0.280295 -1.747 -0.601 -1.176
C -1.709365 -0.430316 0.048105 0.467 2.433 0.041
H 1.993603 1.460381 -0.418598 -0.420 0.506 -0.022
H 0.693649 -1.352262 0.413790 0.426 1.206 -0.611
H -0.603835 1.526080 0.341002 -0.679 -1.681 0.048
H -1.686530 -1.462683 -0.204661 0.836 -0.671 0.252
F 2.901108 -0.325639 -0.231912 0.123 0.647 -0.191
Cl -3.393266 0.011177 -0.196336 0.572 0.470 0.404
```
Positions in Å, forces in eV/Å.

SMILES string	F/C=C/C=C/Cl
highest occupied orbital energy	-8.77	eV
2S+1	1
orbital gap	9.39	eV
lowest unoccupied orbital energy	0.0227	Eh


The following is a quantum chemistry calculation of a cluster of 2 separate species, CHClO2PS in total at a distorted geometry, from the OMol25 dataset.

Geometry as XYZ:
```
7
Properties=species:S:1:pos:R:3:forces:R:3
C 0.478880 -0.117818 -0.361260 1.947 0.174 -0.780
O -1.193503 -2.271963 -0.728270 0.050 0.371 0.206
O 0.751532 -1.961008 -2.414502 0.420 -0.041 -0.525
P -0.072888 -1.517382 -1.306757 -1.113 -0.196 -0.187
S 2.112791 0.243353 -0.607032 -2.006 0.007 1.107
Cl -0.980406 1.137710 -1.991556 -0.025 -0.607 0.093
H -0.290400 0.196436 0.348674 0.728 0.293 0.086
```
Positions in Å, forces in eV/Å.

highest occupied orbital energy	-5.08	eV
total charge	-1
2S+1	1
orbital gap	7.76	eV
lowest unoccupied orbital energy	0.0982	Eh


The following is a quantum chemistry calculation of an isolated molecule of C5H12N2 at a distorted geometry, from the OMol25 dataset.

Geometry as XYZ:
```
19
Properties=species:S:1:pos:R:3:forces:R:3
C 0.022311 0.240228 -0.125518 -0.342 0.462 -1.751
C -0.387804 0.437746 -1.654328 0.244 -0.139 1.053
C -0.960977 1.044334 0.734264 -0.105 -0.105 0.164
C 1.453223 0.765518 0.048185 0.162 -0.052 0.210
C -0.048642 -1.232752 0.233518 -0.217 -1.159 0.901
N 0.395458 -1.553218 1.555967 -0.308 0.007 -0.995
N -0.440128 -2.216389 -0.492985 0.270 0.751 0.300
H 0.230669 -2.535698 1.755605 -0.021 0.271 -0.069
H 0.082914 -0.956848 2.311679 0.083 0.047 -0.283
H -0.707148 -1.932124 -1.436409 0.227 0.071 0.290
H -0.667568 1.034468 1.788829 -0.007 0.087 -0.082
H 2.165807 0.164233 -0.526747 -0.125 0.078 0.050
H -0.322735 1.497804 -1.920982 0.021 -0.136 0.143
H 0.280522 -0.117404 -2.320769 -0.057 0.057 0.148
H -1.416845 0.110915 -1.837256 0.124 0.029 0.073
H -1.971973 0.627695 0.672007 0.116 0.042 -0.049
H -1.005967 2.088110 0.405278 0.098 -0.155 0.042
H 1.532911 1.805086 -0.287229 -0.107 -0.130 0.001
H 1.765975 0.728297 1.096891 -0.054 -0.027 -0.146
```
Positions in Å, forces in eV/Å.

SMILES string	[H]/N=C(/N)C(C)(C)C
highest occupied orbital energy	-9.30	eV
2S+1	1
orbital gap	10.10	eV
lowest unoccupied orbital energy	0.0297	Eh


The following is a quantum chemistry calculation of a cluster of 2 separate species, C19H20N2 in total at a distorted geometry, from the OMol25 dataset.

Geometry as XYZ:
```
41
Properties=species:S:1:pos:R:3:forces:R:3
C -1.243814 -2.576303 -1.588651 0.677 0.432 -0.005
C -2.044343 -0.142574 -1.109476 -1.561 -0.041 0.217
C -2.074000 -1.361933 -1.859718 0.088 -0.870 -0.344
C -2.966353 0.742344 -1.734673 0.549 -0.128 0.448
C -2.967114 -1.199144 -2.871372 0.285 0.896 -0.225
C -1.599079 0.193005 0.164522 1.556 0.775 0.625
C -1.747976 1.488751 0.628882 -0.739 -0.227 -0.404
C -2.496999 2.410787 -0.122694 -0.240 0.114 0.653
C -3.217073 2.025877 -1.229432 0.887 0.130 -0.798
N -3.477430 0.087098 -2.814439 -0.413 0.319 -0.031
H -0.961513 -0.432149 0.781162 -0.166 -0.493 -0.219
H -1.404550 1.773541 1.613948 0.303 -0.026 -0.083
H -2.553703 3.431950 0.237802 -0.164 -0.018 -0.070
H -0.320940 -2.236614 -1.114968 0.055 -0.196 0.146
H -0.941106 -3.146939 -2.459535 -0.098 0.211 -0.485
H -3.208325 -1.810582 -3.720191 -0.030 -0.295 0.032
H -4.101477 0.534340 -3.459836 -0.048 -0.285 -0.163
H -3.746000 2.766880 -1.813816 -0.337 -0.080 0.084
H -1.699658 -3.304423 -0.949278 -0.457 -0.236 0.683
C 3.248936 1.068250 -0.515018 -0.705 0.504 -0.348
C 2.162583 1.083107 -1.627434 0.703 -0.072 0.088
C 2.627076 1.004961 0.846658 0.492 -0.782 -0.555
C 2.248816 1.971883 1.712253 -0.240 0.150 -0.491
C 2.217144 -0.260595 1.410384 -0.856 0.624 0.228
C 1.601126 0.048368 2.656329 -0.449 -0.162 -0.495
C 2.052623 -1.550110 0.885898 0.486 0.239 1.854
C 0.947741 -0.901202 3.428607 0.283 -0.213 -0.196
C 1.549056 -2.505139 1.760747 -0.077 -0.590 -1.194
C 1.006048 -2.220557 3.005198 -0.301 1.134 -0.038
N 1.604780 1.413722 2.793111 0.310 0.496 0.174
H 3.907513 0.212478 -0.652057 0.072 -0.035 0.034
H 3.834386 1.971646 -0.660895 0.314 0.044 0.227
H 1.853246 2.106576 -1.836644 -0.242 -0.026 0.176
H 2.292359 3.041068 1.573896 0.119 0.003 0.192
H 1.048521 1.972824 3.414446 0.080 -0.311 0.254
H 2.368462 -1.815427 -0.094584 0.246 -0.146 -0.615
H 0.359664 -0.594201 4.270111 -0.075 -0.022 0.507
H 1.463539 -3.511051 1.379788 0.008 -0.250 0.057
H 0.478977 -2.968076 3.559251 -0.024 -0.434 0.241
H 1.304054 0.484545 -1.332316 -0.120 -0.019 -0.147
H 2.594799 0.703022 -2.555969 -0.172 -0.114 -0.015
```
Positions in Å, forces in eV/Å.

SMILES string	CCc1c[nH]c2ccccc12.Cc1c[nH]c2ccccc12
highest occupied orbital energy	-7.75	eV
2S+1	1
orbital gap	8.63	eV
lowest unoccupied orbital energy	0.0321	Eh


The following is a quantum chemistry calculation of the ion C4H10N3 with charge +1 at a distorted geometry, from the OMol25 dataset.

Geometry as XYZ:
```
17
Properties=species:S:1:pos:R:3:forces:R:3
C 0.593227 -1.230880 0.472904 -0.178 0.091 0.159
C 1.394063 0.099082 0.384467 0.460 -0.181 0.140
C -0.321502 1.101287 -1.052814 -0.195 0.574 -0.406
C -0.916177 -0.791910 0.306816 0.437 -1.020 -1.116
N -1.048967 -0.160790 -0.958189 -0.019 0.086 0.044
N -1.305164 -0.091810 1.394263 0.300 0.660 1.408
N 0.595730 1.222820 0.019562 -0.611 -0.343 0.245
H 0.841007 -1.916555 -0.334297 0.025 0.009 0.028
H 0.741549 -1.722904 1.432259 -0.026 -0.045 -0.050
H 1.868518 0.312534 1.342575 0.012 0.007 -0.178
H 2.167468 -0.055556 -0.379694 0.005 0.073 0.066
H 0.205007 1.100234 -2.017090 -0.047 -0.020 0.016
H -1.008009 1.957125 -1.057661 0.217 -0.070 0.026
H -1.417306 -1.775910 0.331807 -0.215 0.019 -0.063
H -1.017339 -0.755723 -1.775224 0.091 -0.055 0.051
H -1.874809 0.727759 1.213426 -0.285 0.116 -0.338
H 0.502705 1.981198 0.676888 0.029 0.098 -0.031
```
Positions in Å, forces in eV/Å.

highest occupied orbital energy (spin up / spin down)	-14.35 / -14.67	eV
total charge	+1
2S+1	1
orbital gap (spin up / spin down)	6.90 / 9.01	eV
lowest unoccupied orbital energy (spin up / spin down)	-0.2739 / -0.2078	Eh


The following is a quantum chemistry calculation of a structure of composition C2H9NO at a distorted geometry, from the OMol25 dataset.

Geometry as XYZ:
```
13
Properties=species:S:1:pos:R:3:forces:R:3
H 1.183239 -0.711489 -0.064674 0.374 -2.910 -0.939
O 1.731755 -1.702564 -0.461625 0.058 1.455 0.617
N 0.209070 0.194069 -0.155437 -2.554 0.476 0.166
H 1.133414 -2.443640 -0.589515 -0.105 0.215 0.214
H 0.323355 0.300741 -1.174222 0.286 0.592 0.766
C 0.243093 1.464945 0.636967 0.602 -0.767 -2.272
H 1.142933 1.394694 1.209893 0.382 0.471 0.630
H 0.320008 2.222580 -0.139442 -0.007 0.701 0.614
H -0.642213 1.582583 1.231541 -0.271 0.086 0.275
C -1.155255 -0.451288 -0.061782 0.371 0.573 -1.813
H -1.497293 -0.494691 0.972470 0.073 -0.456 -0.330
H -1.927546 -0.005018 -0.751921 0.604 0.721 1.155
H -1.064566 -1.350917 -0.652250 0.188 -1.156 0.918
```
Positions in Å, forces in eV/Å.

highest occupied orbital energy	-8.99	eV
2S+1	1
orbital gap	9.73	eV
lowest unoccupied orbital energy	0.0270	Eh


The following is a quantum chemistry calculation of a structure of composition C2H8N5 at a distorted geometry, from the OMol25 dataset.

Geometry as XYZ:
```
15
Properties=species:S:1:pos:R:3:forces:R:3
C 2.417591 -0.138223 1.256338 0.647 -1.992 -2.390
C -1.103044 0.422711 0.225217 -0.439 -0.413 -1.712
N -1.635021 1.021650 1.158852 2.057 1.382 2.601
N 1.282337 0.322882 1.302563 -3.783 0.403 -0.957
N -2.053479 0.131312 -1.006081 -1.551 1.047 1.959
N 0.018579 -0.315275 0.011719 3.423 0.252 3.020
N 0.636953 -0.627800 -1.182768 -1.265 0.574 0.396
H 3.127074 0.360585 1.865072 0.705 0.343 0.892
H 2.800548 -0.935406 0.550872 -0.496 0.675 0.660
H -0.880265 1.259308 1.942657 -2.107 -0.782 -1.994
H -3.015942 -0.151634 -0.614605 1.905 0.147 -0.699
H -2.235434 0.987994 -1.570740 0.584 -0.812 0.244
H -1.519851 -0.595557 -1.450295 -0.413 -0.470 -1.279
H 1.513105 -0.101443 -1.241236 -0.269 -0.605 -0.605
H 0.646849 -1.641102 -1.247563 1.001 0.252 -0.136
```
Positions in Å, forces in eV/Å.

highest occupied orbital energy (spin up / spin down)	-13.89 / -13.89	eV
total charge	+1
2S+1	1
orbital gap (spin up / spin down)	9.67 / 9.67	eV
lowest unoccupied orbital energy (spin up / spin down)	-0.1550 / -0.1550	Eh


The following is a quantum chemistry calculation of a structure of composition C30H46BrCuN3P2 at a distorted geometry, from the OMol25 dataset.

Geometry as XYZ:
```
83
Properties=species:S:1:pos:R:3:forces:R:3
N -6.422805 4.737572 -4.772322 -0.328 0.313 -0.421
C -6.238750 5.211744 -3.545585 0.557 -0.722 0.119
C -5.348024 4.620812 -2.641285 0.057 -0.413 -0.195
C -4.613492 3.468441 -3.015526 -0.576 -0.152 -0.897
C -4.764771 3.050329 -4.371388 -0.459 0.546 0.159
C -5.701521 3.713095 -5.202759 0.761 -0.751 0.995
C -3.669402 2.790791 -2.085497 0.150 -0.199 -0.052
Cu -1.204086 0.164429 0.185148 0.806 -0.397 1.320
P 5.131066 -0.903131 0.424312 -1.631 1.209 0.178
C -2.911128 1.694232 -2.393055 -1.394 0.204 -0.765
C -1.565485 1.518782 -1.872124 0.085 -0.017 1.791
C -0.521817 1.073363 -2.720826 0.026 0.701 0.284
C 0.801300 1.435338 -2.461376 -0.599 0.557 0.573
C 1.034024 2.261791 -1.355479 -0.997 -1.237 1.892
C 0.118527 2.326268 -0.265387 -0.478 -0.575 -1.575
C -1.249097 1.961887 -0.514662 0.921 1.386 -1.613
Br 2.617144 3.165436 -1.037057 1.115 0.186 -0.219
H -3.567568 3.270666 -1.091531 0.412 0.097 -0.888
H -3.253329 1.017221 -3.211188 0.643 0.902 0.302
H -5.249383 5.077578 -1.664477 0.071 -0.214 0.117
H -4.167007 2.252464 -4.817794 -0.213 0.172 0.333
H -6.843434 6.070043 -3.265746 0.157 -0.075 0.029
H -5.885663 3.348967 -6.222011 0.142 0.289 0.417
H -0.766915 0.659594 -3.690665 -0.078 -0.215 0.091
H -2.037613 2.376655 0.127806 0.252 -0.275 -0.136
H 1.636292 1.114899 -3.074503 -0.229 0.309 -0.304
H 0.492717 2.627916 0.710546 -0.383 0.406 -0.304
P -0.646045 -1.972612 0.158430 -0.030 -0.756 -0.531
C 5.117699 0.904552 0.659647 1.319 -0.217 0.464
C 6.353547 1.579912 0.049389 0.108 0.345 -0.077
H 5.105607 1.044827 1.756838 -0.177 0.170 -0.497
H 4.200090 1.276703 0.181356 0.000 -0.214 0.261
H 6.283330 2.662982 0.192911 0.060 -0.200 -0.034
H 7.287504 1.235472 0.500922 -0.196 0.054 0.116
H 6.450199 1.398691 -1.023191 -0.181 0.004 -0.005
C 4.344083 -1.201755 -1.169667 0.619 -0.291 -0.316
C 5.160646 -2.204948 -2.001559 0.092 -0.256 -0.377
H 4.296116 -0.203642 -1.642345 -0.145 -0.501 0.016
H 3.344351 -1.600432 -0.931391 0.336 0.313 -0.230
H 4.744752 -2.277668 -3.015345 0.206 -0.014 0.290
H 6.219082 -1.912217 -2.066391 -0.382 0.045 -0.142
H 5.155030 -3.210296 -1.557313 -0.149 0.277 -0.079
C 4.052896 -1.550932 1.736308 0.725 -0.237 -0.461
C 4.904843 -2.016697 2.913205 0.301 0.034 0.547
H 3.477421 -2.346842 1.257226 -0.084 -0.016 0.298
H 3.417197 -0.691264 1.986771 -0.131 -0.303 -0.016
H 4.338017 -2.729277 3.524534 0.278 0.321 0.025
H 5.843443 -2.495056 2.588062 -0.481 -0.051 0.096
H 5.213983 -1.143868 3.514397 -0.245 -0.468 -0.040
C -0.341396 -3.356997 1.355398 0.260 0.700 0.604
C -1.273956 -4.565526 1.303828 0.006 -0.113 0.111
H -0.326493 -2.856168 2.333887 -0.014 -0.575 -0.015
H 0.691353 -3.698868 1.161857 -0.390 0.259 0.154
H -2.291667 -4.339186 1.649455 0.327 -0.062 -0.175
H -1.321442 -4.993300 0.292155 -0.026 0.077 0.321
H -0.863699 -5.334575 1.970760 -0.186 0.115 -0.185
C 0.673273 -2.382079 -1.050647 -0.130 -0.223 0.180
C 0.261427 -2.347484 -2.511323 0.366 0.036 -0.452
H 1.052476 -3.378202 -0.794535 -0.058 0.135 -0.123
H 1.466147 -1.662075 -0.808050 -0.087 -0.135 -0.323
H -0.698430 -2.852155 -2.696688 0.375 0.174 0.102
H 0.201154 -1.312489 -2.874864 -0.057 -0.457 -0.013
H 1.028524 -2.891702 -3.080509 -0.278 0.303 -0.121
C -2.252691 -2.341072 -0.625334 0.016 -0.466 -0.267
C -3.404682 -1.978269 0.317517 -0.578 0.125 -0.004
H -2.260273 -3.405790 -0.884154 -0.385 0.212 -0.226
H -2.310100 -1.739554 -1.550066 0.035 -0.317 0.307
H -4.332216 -1.791185 -0.248327 0.327 -0.242 0.214
H -3.601361 -2.774980 1.045393 0.009 0.232 -0.196
H -3.228218 -1.057449 0.902008 0.103 -0.188 -0.166
N -2.086594 1.289904 6.498343 0.060 0.348 0.482
C -1.482055 0.801408 5.374376 -0.689 0.275 -0.064
C -1.891320 -0.436878 4.813718 0.172 0.381 -0.087
C -1.564280 -0.671853 3.487411 -0.513 0.368 0.908
N -0.908733 0.217503 2.738064 1.095 -0.827 -1.254
C -0.238239 1.196170 3.343724 -0.741 0.269 1.330
C -0.497076 1.540905 4.667268 -0.202 -0.130 0.044
H -2.892872 0.810658 6.922750 0.918 0.416 -0.479
H -1.889035 2.245104 6.842439 -0.153 -1.205 -0.447
H -2.528793 -1.114223 5.385139 0.264 0.124 -0.239
H -1.864973 -1.614728 3.029295 -0.228 0.396 -0.137
H 0.515197 1.730873 2.771509 -0.290 0.142 -0.060
H -0.052561 2.411448 5.149806 0.036 -0.222 -0.261
```
Positions in Å, forces in eV/Å.

highest occupied orbital energy (spin up / spin down)	-12.71 / -12.71	eV
total charge	+2
2S+1	2
orbital gap (spin up / spin down)	7.49 / 3.98	eV
lowest unoccupied orbital energy (spin up / spin down)	-0.1918 / -0.3205	Eh
⟨S²⟩	0.75


Molar mass for the records above, in order: 106.5, 143.5, 100.2, 276.4, 100.1, 63.1, 102.1, 654.1 g/mol
Energy above the lowest of the compared OMol25 structures with the same formula, charge and spin for the records above, in order: 54.2, 110.0, 0.0, 24.4, 417.6, 159.6, 475.8, 63.4 kJ/mol